No. 1
Entry from the Open Molecules 2025 dataset: a molecular structure, C35H42Cl2GeMgN4O4Si (ωB97M-V with the def2-TZVPD basis set).

```
90
Properties=species:S:1:pos:R:3:forces:R:3
H 2.9191 1.8692 -4.7385 -0.01 0.00 0.00
H 1.6482 0.2132 -0.2516 -0.04 0.09 0.06
H -1.8084 1.7128 -1.9487 0.00 -0.01 -0.04
H 1.6575 0.9260 -2.8437 -0.02 0.08 -0.01
O -1.3310 -0.8867 -1.5857 0.03 -0.06 -0.39
C -2.0454 -1.1074 -3.9103 0.13 -0.09 0.11
C 4.1265 1.6919 3.0191 -0.03 0.00 -0.01
H 3.9109 -2.7640 0.1328 -0.04 0.03 0.02
Mg -0.9398 -0.6617 0.4143 0.23 -0.08 -0.29
H -2.4119 1.5729 -3.6043 0.04 -0.01 0.03
H -3.4367 -3.3393 2.0515 0.05 0.02 0.01
H 5.0118 1.1097 3.2457 -0.02 0.02 0.00
O -0.2976 1.5455 0.1235 -0.35 0.40 -0.09
C 2.5366 3.3903 3.6176 0.01 0.00 0.02
Cl 0.0886 4.5412 -0.3432 -0.02 -0.01 0.08
C -3.6222 3.9350 0.9296 0.05 -0.06 -0.01
N 1.4600 -0.5219 4.1446 0.40 -0.28 0.01
C 2.2053 2.4812 -1.4646 0.02 0.00 -0.11
C -1.5225 -3.7724 1.1256 0.09 -0.09 0.18
C -4.9041 0.4641 1.5589 0.02 0.13 -0.02
C 0.7255 -0.5411 3.1095 -0.32 0.23 0.21
H 4.2267 2.8498 4.8232 0.00 0.01 -0.01
C 2.1334 -4.0545 -1.5677 -0.15 0.05 -0.01
H -0.7242 1.1576 -3.2408 -0.02 0.01 0.02
N -2.5787 0.3832 0.9344 -0.60 0.49 0.14
C -2.4531 4.5451 0.5196 -0.15 0.12 0.05
H 0.3424 -3.2580 2.0862 -0.02 -0.06 0.01
C -2.1755 -0.3194 -2.6021 -0.18 -0.09 -0.01
H -3.7219 -1.3032 1.3331 0.01 0.07 -0.01
C 2.2416 2.1491 1.5572 -0.08 0.05 0.23
C -0.1089 -4.1221 1.5961 -0.03 0.10 -0.11
H 3.0220 4.1255 -0.3383 -0.01 -0.06 -0.10
C 3.6798 3.5295 -3.6092 -0.04 -0.03 0.05
H -3.0932 -4.6893 -0.0404 0.03 -0.03 0.02
C 2.1334 -2.5945 -1.1006 0.09 -0.10 -0.07
C -1.3764 2.3818 0.4078 0.26 -0.20 0.08
H 4.2475 3.9377 -4.4380 -0.02 -0.02 0.03
H 0.9080 3.6892 2.2725 -0.02 0.01 -0.04
C 1.4736 0.2044 5.2376 -0.36 0.19 -0.16
H -0.9901 -1.2261 -4.1784 -0.08 0.02 -0.01
C -3.7542 -0.2218 1.2906 0.21 0.12 -0.02
C -1.3468 3.7654 0.2553 0.15 -0.03 -0.10
C 2.9811 3.6335 -1.3077 0.05 0.02 -0.02
H -5.8150 2.4353 1.6680 0.04 -0.01 0.00
H 2.3070 -1.8020 -3.1020 0.05 0.02 0.04
O -1.4980 -2.6326 0.2677 -0.06 -0.06 -0.33
H -3.8738 -1.3227 -1.7104 -0.01 0.05 -0.05
C 2.8498 -1.7469 -2.1524 -0.08 0.02 -0.05
C -2.3867 -3.4380 2.3386 0.01 0.10 -0.05
H -1.4763 -5.3122 -0.4143 -0.04 0.00 0.02
N 0.0963 -0.6767 2.1276 0.66 0.08 0.59
C 3.4037 1.4314 1.8630 -0.01 0.08 -0.09
H -4.3028 -0.1735 -2.9991 0.03 0.00 0.04
C 1.8181 3.1329 2.4586 0.04 -0.13 -0.05
C 3.6909 2.6720 3.8999 -0.05 -0.05 -0.05
Cl -5.0109 4.9502 1.2297 0.01 -0.02 0.01
H 4.3039 5.0504 -2.2234 -0.01 -0.01 -0.01
H 2.1820 4.1375 4.3176 0.00 -0.04 -0.02
C 2.8599 -2.4778 0.2367 -0.05 -0.02 0.10
C -4.9179 1.8689 1.4659 0.01 -0.06 0.00
C -1.7485 1.1203 -2.8619 0.09 0.00 0.10
H 3.7439 0.6475 1.1882 -0.03 0.06 0.09
H 2.8877 -0.7038 -1.8381 0.03 -0.05 0.00
H 2.8002 -1.4501 0.6024 0.03 -0.09 -0.01
H -2.4080 5.6181 0.3984 0.03 -0.03 -0.02
H 1.6061 -4.6891 -0.8503 0.10 0.00 -0.12
Si 1.3779 1.6420 -0.0088 0.08 -0.20 0.12
Ge -0.7963 -2.7284 -1.5513 -0.28 -0.19 -0.09
C 3.7094 4.1561 -2.3675 -0.04 -0.05 0.01
H 0.5130 -4.3957 0.7404 -0.08 0.02 0.15
H -5.7987 -0.0793 1.8363 0.03 0.01 -0.01
H 1.6309 -4.1436 -2.5355 0.06 -0.03 0.05
O 0.8164 -2.0992 -0.9263 0.20 0.14 0.23
C -3.7340 2.5404 1.0864 -0.05 -0.06 0.00
H -2.4890 -2.1020 -3.8186 0.03 0.05 -0.04
C -2.1289 -4.9683 0.3923 -0.04 0.04 -0.06
C 2.9321 2.3720 -3.7792 0.03 0.07 0.04
H 3.8718 -2.1022 -2.3099 -0.03 0.01 -0.01
H 2.3898 -3.1222 0.9832 0.09 0.07 -0.06
C 2.2117 1.8509 -2.7106 -0.07 0.00 0.00
H -0.1315 -4.9639 2.2926 0.00 0.02 -0.01
H 3.1566 -4.4225 -1.6711 -0.02 0.01 0.01
H -2.5517 -0.5737 -4.7177 0.00 -0.02 0.04
C -2.5647 1.7534 0.8237 -0.06 -0.31 0.04
H -2.3085 -4.2351 3.0801 -0.02 0.01 0.03
C -3.6389 -0.3479 -2.1469 0.06 -0.01 0.03
N 1.5535 0.7883 6.2407 0.04 -0.20 -0.34
H -3.8367 0.4193 -1.3963 0.02 -0.08 0.00
H -2.2813 -5.7968 1.0880 0.01 0.01 -0.02
H -2.0516 -2.5023 2.7929 -0.02 -0.05 0.00
```
Forces are in eV/Å.

Values from the calculation:
Total charge: -1
Multiplicity: 2
Calculated total energy: -146019.4680 eV
Max |F|: 0.9 eV/Å
E_HOMO (spin up / spin down): -0.0973 / -0.1979 Eh
Gap between HOMO and LUMO (spin up / spin down): 5.1 / 7.8 eV
<S²>: 0.771
LUMO level (spin up / spin down): 2.42 / 2.42 eV


No. 2
Entry from the Open Molecules 2025 dataset: a molecular structure, C35H42Cl2MoN3O3 (ωB97M-V with the def2-TZVPD basis set).

```
86
Properties=species:S:1:pos:R:3:forces:R:3
H 3.9234 2.5722 -4.0294 0.00 -0.02 0.02
C 1.0045 -2.9078 1.4850 0.00 -0.11 0.05
H 3.2509 3.9514 -2.2267 0.00 -0.01 0.00
C -0.1147 -2.8356 -5.3873 -0.01 -0.01 -0.07
H 1.7124 3.1354 1.6640 0.00 0.01 -0.02
H 2.7783 1.9604 -5.2459 -0.01 -0.01 0.01
H -1.8328 1.5453 -1.3974 -0.01 -0.01 -0.01
H -0.5362 1.1233 5.2394 0.01 0.00 0.01
H -2.6817 -4.1675 1.4766 0.01 0.00 0.00
H 1.4248 -4.6340 2.6464 -0.01 -0.01 0.01
C -2.1943 1.4889 0.7278 0.20 0.02 -0.07
C -0.6709 -4.5145 2.1738 -0.01 0.02 -0.03
N 0.3887 -2.0728 -1.8129 -0.09 0.02 0.10
C -2.4739 -0.1703 4.1748 -0.03 -0.01 0.01
C 1.1523 -2.5817 -5.8944 -0.02 0.00 0.03
H -2.9149 -2.7895 -5.0006 0.00 0.02 0.01
O 2.1481 1.7212 -3.3373 -0.01 -0.04 -0.02
Cl 1.0581 -0.4959 3.3488 0.06 -0.10 0.15
C 0.6385 -4.0732 2.1581 0.00 -0.03 -0.02
H 3.0299 4.5258 0.1575 0.00 0.00 0.00
C -1.2535 1.8901 3.3578 0.08 -0.11 -0.06
C 3.0189 -2.0583 0.4424 0.05 -0.06 -0.10
C 2.4469 0.2628 4.3229 -0.04 0.01 -0.08
H -1.0935 3.3047 -0.9781 0.00 0.01 0.01
H 2.7544 -2.6130 -0.4594 -0.02 -0.01 0.01
H -2.8706 0.2243 -0.8952 0.01 -0.01 -0.01
H -0.6273 5.0046 2.1186 0.02 -0.01 -0.02
C -3.6899 -0.4181 1.5465 0.03 -0.04 -0.04
H -1.7467 -0.9798 4.2860 0.00 0.00 0.01
C 2.0927 2.1631 -2.0735 0.06 0.09 0.01
C -2.6155 0.6079 1.7720 -0.06 0.02 -0.06
C 2.8728 2.4981 -4.3095 0.04 0.05 -0.04
H -2.1627 4.3537 -0.0649 -0.01 -0.01 0.03
H 3.1737 -1.9860 -5.4730 0.00 0.00 0.01
H 2.4314 3.4896 -4.4078 -0.02 -0.01 0.01
C 0.5025 -0.9500 -1.1163 0.05 -0.06 -0.24
H -2.0628 -2.0668 0.3017 0.00 -0.02 0.00
H 0.2239 2.6427 4.7295 -0.02 -0.02 0.01
C 1.3733 1.3180 -1.1915 -0.07 -0.05 0.18
C 2.1844 -2.1519 -5.0712 0.00 0.00 -0.02
H -2.5382 0.3518 5.1259 0.02 0.00 0.00
C -0.0071 -2.1541 0.8695 -0.05 0.10 -0.04
C -2.6039 -3.4582 -4.1979 -0.02 -0.01 -0.05
O -1.5547 -2.8647 -3.4185 0.02 -0.02 0.02
Cl 2.8956 1.8201 3.7240 0.03 -0.01 0.03
H -0.4242 4.3804 0.2334 0.01 0.00 0.00
C 1.8121 2.8463 0.6283 -0.03 0.00 0.08
Mo -0.0668 0.6873 1.4162 -0.21 -0.06 0.30
H -2.2827 -4.4134 -4.6130 0.01 0.00 0.02
C 2.5461 3.6320 -0.2140 0.00 -0.01 -0.01
C -0.4832 4.2174 2.8499 0.06 0.03 -0.01
H 4.0709 -2.2249 0.6546 0.00 0.01 0.01
C -2.6192 1.2620 -0.7014 -0.02 -0.02 0.01
H -0.1284 -2.8261 -1.3749 0.04 -0.03 -0.02
H 3.2480 -0.4585 4.2041 0.01 0.01 -0.02
C -1.6644 -3.8009 1.5038 0.02 -0.04 0.03
H -3.4432 -0.6236 3.9922 0.02 -0.01 -0.01
H -3.4309 -3.6184 -3.5148 0.00 0.01 0.01
C -1.4733 2.6831 1.0560 0.02 0.00 0.00
C -2.0896 0.7706 3.0659 0.04 0.07 0.06
H -3.4474 -1.3813 1.9873 -0.01 0.01 0.01
C -1.0474 2.9000 2.3935 -0.07 0.04 -0.11
H -0.9977 4.5265 3.7604 0.00 -0.01 0.00
O 2.3087 -2.5601 1.5761 0.02 0.14 0.00
H 1.0867 0.0690 -2.7635 -0.02 -0.04 0.00
H 2.0653 0.3150 5.3359 -0.02 0.00 0.00
C -0.7039 2.0748 4.7420 0.01 0.00 0.00
H -0.9164 -5.4345 2.6873 0.00 0.01 0.00
H -3.4961 1.8693 -0.9393 0.00 0.01 0.02
H -3.9399 -0.5608 0.5021 0.00 -0.01 -0.01
N 0.2662 -0.8967 0.2043 -0.10 0.02 0.10
H 2.8514 -0.9873 0.2972 0.00 0.00 0.03
H -0.8943 -3.1822 -6.0495 0.01 0.00 0.00
C -1.3250 -2.6299 0.8607 0.05 0.07 -0.03
H 1.3365 -2.7377 -6.9487 -0.01 0.00 0.00
C 1.9408 -1.9771 -3.7199 0.02 0.02 0.09
C 0.6682 -2.2047 -3.2125 0.07 -0.01 -0.06
H -1.4177 2.6369 5.3522 -0.03 -0.01 -0.02
H 2.7420 -1.6856 -3.0485 0.00 -0.02 -0.02
C 2.6762 3.3052 -1.5779 0.00 0.00 0.00
C 1.1870 1.6509 0.1749 0.03 0.14 -0.26
H 0.5794 4.1648 3.0945 -0.02 0.00 0.01
H -4.5945 -0.0488 2.0390 0.00 0.00 0.01
C -0.3712 -2.6465 -4.0351 -0.06 0.02 0.02
N 0.9015 0.1617 -1.7641 0.00 0.06 0.05
C -1.2637 3.7342 0.0047 -0.01 0.01 -0.02
```
Forces are in eV/Å.

Values from the calculation:
Total charge: +3
Multiplicity: 3
Calculated total energy: -74464.2786 eV
Max |F|: 0.4 eV/Å
E_HOMO (spin up / spin down): -0.5722 / -0.5727 Eh
Gap between HOMO and LUMO (spin up / spin down): 4.5 / 5.2 eV
<S²>: 2.112
LUMO level (spin up / spin down): -11.03 / -10.40 eV